(1)
The following is a DFT calculation (wB97M-V/def2-TZVPD) of 10 unconnected molecules or ions with the total composition C57H111N5O21.

Summary:
**Frontier orbital gap (alpha / beta)**: 7.13 / 2.69 eV

Structure (ORCA input):
```
! RIJCOSX wB97M-V def2-TZVPD def2/J DEFGRID3
* xyz 1 2
H 5.853 -0.108 -3.615
C -6.400 0.751 0.765
H -0.568 5.209 -4.079
H -1.002 -5.918 0.547
H 1.855 -0.997 1.199
H 2.412 0.207 4.812
O -1.995 2.361 6.708
O -2.688 0.200 -6.186
H -0.387 -0.677 1.867
H -1.971 1.524 -2.387
H 1.402 2.121 -3.381
H -1.780 -1.403 -0.178
C -2.844 0.902 4.214
H 2.066 3.024 -0.639
H 2.097 0.701 0.626
C -8.489 -0.842 0.750
H -2.773 1.980 4.068
H -0.057 3.273 -5.589
C 3.719 -2.376 -4.885
C 0.992 -7.884 -0.864
H 4.739 1.434 3.923
H -4.311 -0.466 8.291
H -8.404 -2.790 -0.396
H -5.323 0.797 0.598
H -0.259 0.846 5.154
H -10.100 1.725 2.427
O 3.952 0.809 -6.112
O 2.862 -4.401 -4.093
H -2.545 -1.870 6.304
H -3.834 0.603 3.870
O 1.403 3.740 2.868
H 3.208 -1.367 -1.219
H -0.186 6.450 -2.089
H 1.545 -5.055 0.122
C -0.166 4.258 -3.730
C -4.095 2.060 8.577
H 9.043 -3.123 -0.536
H 5.223 2.031 -7.270
H -5.220 -0.742 5.416
H 7.651 1.081 -0.694
C 5.197 1.208 -6.556
H -0.009 -2.294 0.189
H -9.058 0.385 4.716
C 3.025 3.381 -1.015
O -10.022 -0.803 2.677
C 0.178 0.199 1.550
C -8.113 0.657 4.247
C 2.736 1.238 4.673
O -0.185 -0.055 -2.748
H -1.662 1.151 1.381
H 3.116 5.446 -1.192
H 6.348 -1.405 1.540
H -3.663 -2.737 -5.539
H 0.464 -5.123 -1.256
N 0.075 0.184 -1.440
O 4.119 2.558 -0.739
C -9.380 -0.109 -0.226
H -1.028 3.714 -3.344
C 6.469 -1.050 0.516
O 4.815 4.559 -0.258
O 6.138 2.666 0.089
C 0.629 3.479 -4.768
C -3.097 -0.610 -5.100
C 2.398 -3.176 -4.653
H 2.315 -0.793 -2.671
C -0.861 -0.004 5.477
C 7.160 -3.278 -1.788
C 3.152 1.777 -5.288
H -2.232 2.718 5.849
H 8.646 -0.344 1.758
C 7.977 -2.895 -0.501
C 5.100 3.208 -0.230
H -5.149 1.672 5.367
C 2.101 2.782 3.285
C 7.622 -2.285 -2.897
H 5.814 0.674 -2.258
H 0.481 0.700 2.469
O 1.631 1.904 4.214
C -1.103 0.670 -0.632
H -7.849 1.616 4.694
C -0.022 -6.390 0.479
C -3.028 -1.158 5.635
C 7.858 -1.391 -0.091
H -3.950 3.139 8.527
H -2.627 -0.337 -4.155
C -6.657 0.956 2.260
H 9.874 -1.293 0.958
O 0.757 4.632 -2.679
H 8.627 -2.474 -3.273
N -8.720 -0.471 2.168
H -6.068 0.169 2.731
N 0.903 2.135 -4.259
H 7.575 -3.558 0.265
H 5.790 0.454 -7.074
H 1.572 0.426 -5.008
H 3.646 1.877 -4.321
O -0.128 -7.702 -0.069
H 2.948 0.281 -1.462
O -2.129 -0.197 -8.391
H 6.463 0.017 0.741
C 6.136 -0.315 -2.582
H 8.225 1.145 -3.624
H 7.029 -2.523 -3.780
C -1.697 1.877 -1.393
H -9.183 0.963 -0.208
H 7.784 -0.386 -4.648
H -7.416 -0.105 4.596
H 0.408 -6.344 1.479
H -6.895 -0.668 -0.718
H -6.281 -1.411 0.641
C -4.674 -0.033 7.359
C 0.163 5.481 -1.733
H 1.713 -2.652 -3.985
C 3.437 4.752 -0.414
O 4.895 -5.200 -3.337
C 8.237 0.064 -3.764
H 3.865 -2.340 -5.964
H 5.614 -1.408 -0.057
H -9.868 -1.376 3.431
H -0.279 2.100 0.677
C -2.366 -0.632 -7.274
H -4.746 3.219 5.972
O 8.515 0.758 -0.961
H 3.607 -1.324 -4.620
H -8.780 2.350 1.385
H 5.812 1.324 -5.663
C -9.048 2.009 2.384
H -0.534 -0.188 6.501
O 3.280 2.371 2.773
C 1.446 -0.173 0.614
C -4.130 1.375 7.174
H 2.878 4.954 0.499
H 9.298 -0.143 -3.627
C 1.662 1.480 -5.269
H -3.115 -1.716 4.703
H 2.052 -3.256 -5.683
C 7.567 -0.726 -2.608
H 1.526 -2.850 -0.371
H -6.068 2.337 6.714
H -4.169 -0.494 -4.940
N 8.270 -0.559 -1.291
H 5.443 -1.021 -2.126
C -4.461 -1.010 6.151
H -6.316 1.945 2.566
H 0.789 5.552 -0.843
H -9.400 -0.464 -1.256
C 3.737 1.249 3.537
H -6.964 1.567 0.314
C -0.761 1.126 0.768
O -2.541 -1.919 -6.980
H 1.253 1.664 -6.262
C 0.900 -5.719 -0.454
H 6.098 -3.281 -1.541
H 0.344 -2.601 -1.599
C -2.819 -2.053 -5.627
C -5.066 2.230 6.299
H 3.263 2.731 -5.803
H -2.556 -0.678 -1.536
N -2.741 1.189 6.757
H 3.051 3.502 -2.098
H -8.216 -2.901 1.390
H 7.472 -4.275 -2.099
C -8.179 0.796 2.713
H -2.179 0.467 3.468
C 0.689 -2.206 -0.643
C 1.091 -0.732 -0.808
H -0.726 4.932 -1.423
C -8.737 -2.410 0.569
O 1.725 -6.775 -0.873
C -2.410 0.309 5.545
C 8.803 -1.237 1.152
H -8.813 2.864 3.018
H -4.748 -2.029 6.412
H 1.507 4.085 -4.990
H -10.411 -0.216 0.111
H 0.184 0.727 -3.166
C -2.134 -0.445 -0.559
O 4.631 -3.079 -4.114
H -3.379 1.591 9.251
H -2.998 -0.161 0.042
H -0.574 -0.801 4.791
H -5.061 2.062 9.082
H -5.751 -0.027 7.527
H -2.572 2.374 -0.973
C -6.979 -0.620 0.368
H 3.250 1.516 5.593
C 2.450 -0.680 -1.596
H -1.982 -2.523 -5.111
H -9.776 -2.727 0.658
C 4.197 -4.267 -3.777
O 1.244 -9.007 -1.329
H -0.925 2.640 -1.487
H 8.610 -2.050 1.852
H 3.672 0.299 3.006
*
```

---

(2)
The following is a DFT calculation (wB97M-V/def2-TZVPD) of a single C16H24N6OS2 molecule.

Summary:
**Frontier orbital gap**: 8.98 eV
**ΔE to the lowest compared entry with this formula, charge and spin**: 2.6 kcal per mole

Structure (ORCA input):
```
! RIJCOSX wB97M-V def2-TZVPD def2/J DEFGRID3
* xyz 0 1
H 4.625 1.594 -0.614
H -9.351 1.026 -0.923
H -3.727 0.622 -0.298
H -7.178 2.328 -0.875
C -6.159 -0.506 0.255
H -1.224 -2.276 -1.715
C 3.617 -1.344 0.469
H 5.389 -1.166 -1.638
C 2.328 -1.975 0.995
H 3.656 2.729 0.903
C 2.542 0.895 0.471
S -4.694 -1.256 0.825
H 6.304 -0.591 0.679
H 2.605 2.080 -1.359
N -1.357 0.031 1.824
C -1.967 -1.588 -1.316
H 1.883 -1.468 1.848
N -6.106 0.759 -0.141
C 2.977 2.036 1.393
O 4.577 -2.076 0.303
H -2.902 -2.121 -1.138
H 1.767 0.351 1.011
C 1.921 1.426 -0.824
H -2.141 -0.788 -2.039
C -0.235 -1.178 0.463
H 4.242 -0.071 -2.419
C 6.053 0.449 0.494
H 3.465 1.634 2.278
N 3.638 -0.024 0.195
H -3.782 0.883 1.469
N -7.234 -1.284 0.260
H 2.096 2.587 1.711
C -8.360 -0.738 -0.158
H 5.944 0.387 -2.274
C -8.430 0.583 -0.586
C -3.540 0.176 0.679
C 4.841 0.539 -0.432
N -0.162 -0.533 1.600
C -7.241 1.295 -0.557
C 5.121 -0.124 -1.781
H 1.023 1.990 -0.586
S 1.048 -2.062 -0.304
N -1.476 -1.045 -0.083
C -2.144 -0.266 0.829
H 6.904 0.939 0.029
H 2.569 -3.007 1.253
H 1.650 0.599 -1.477
H -9.226 -1.386 -0.146
H 5.846 0.936 1.444
*
```

---

Computed values of largest force on an atom (unit: eV/A) for the preceding records, in sequence: 5.29 1.29.